--- one ---
# C20H30O15

A structure of composition C20H30O15 (ωB97M-V with the def2-TZVPD basis set, OMol25).

XYZ file:
```
65
Properties=species:S:1:pos:R:3:mulliken_charge:R:1
C -8.77 12.51 -18.82 -0.33
C -9.51 11.41 -18.12 0.85
C -9.41 11.63 -16.62 -0.33
O -10.73 11.76 -16.20 -0.41
C -11.56 11.52 -17.19 0.59
O -12.79 11.29 -17.11 -0.67
O -10.91 11.57 -18.32 -0.57
H -8.82 12.54 -19.91 -0.42
H -7.71 12.28 -18.71 0.12
H -8.74 13.57 -18.57 0.73
H -9.13 10.44 -18.44 -0.27
H -8.81 12.47 -16.27 0.38
H -9.20 10.74 -16.02 0.41
C -11.80 14.17 -22.96 -1.42
C -11.09 13.34 -21.94 0.57
C -9.62 13.71 -21.71 0.06
O -9.63 14.05 -20.27 -0.41
C -10.92 13.86 -19.76 0.76
O -11.24 14.06 -18.53 -0.63
O -11.80 13.46 -20.73 -0.37
H -11.83 13.70 -23.94 0.38
H -11.45 15.20 -22.93 0.34
H -12.79 14.32 -22.51 0.37
H -10.88 12.33 -22.29 0.19
H -9.27 14.53 -22.33 0.50
H -9.09 12.76 -21.78 -0.21
C -8.71 7.47 -22.77 -1.14
C -8.75 7.52 -24.28 0.61
C -7.68 6.74 -25.17 -0.51
O -8.43 5.84 -25.93 -0.31
C -9.67 5.94 -25.55 0.53
O -10.53 5.21 -25.94 -0.54
O -9.97 6.95 -24.63 -0.35
H -7.71 7.41 -22.33 0.42
H -9.09 6.50 -22.47 0.52
H -9.14 8.35 -22.30 0.02
H -8.68 8.57 -24.55 0.30
H -6.87 6.12 -24.78 0.29
H -7.25 7.34 -25.98 0.28
C -7.76 8.89 -18.50 -0.77
C -7.35 9.43 -19.81 1.10
C -7.52 8.66 -21.07 -1.00
O -7.91 9.63 -21.90 -0.33
C -8.45 10.60 -21.22 -0.05
O -9.11 11.51 -21.71 -0.59
O -8.16 10.47 -19.89 0.19
H -7.85 9.74 -17.82 -0.27
H -7.05 8.33 -17.89 0.74
H -8.67 8.30 -18.40 0.17
H -6.34 9.81 -19.66 0.08
H -7.99 7.68 -21.08 0.32
H -6.53 8.25 -21.29 0.64
C -6.92 10.91 -16.36 -0.22
C -6.23 9.55 -16.07 0.40
C -5.09 9.55 -15.01 -0.42
O -5.18 8.23 -14.54 -0.34
C -6.40 7.77 -14.74 0.59
O -6.68 6.57 -14.53 -0.59
O -7.09 8.59 -15.51 -0.30
H -7.90 10.91 -16.83 -1.39
H -6.36 11.54 -17.06 0.14
H -7.09 11.36 -15.38 0.68
H -5.69 9.31 -16.99 0.24
H -5.27 10.13 -14.10 0.32
H -4.10 9.74 -15.42 0.30
```

Summary:
Kohn-Sham gap	9.361	eV
LUMO energy	-0.45	eV

---

--- two ---
# C20H30O15

A cluster of 5 separate species, C20H30O15 in total (ωB97M-V with the def2-TZVPD basis set, OMol25).

XYZ file:
```
65
Properties=species:S:1:pos:R:3:mulliken_charge:R:1
C 2.54 -2.76 4.77 -1.55
C 2.32 -1.38 4.18 0.93
C 0.90 -1.14 3.64 -0.06
O 0.51 0.11 4.21 -0.29
C 1.38 0.46 5.19 0.56
O 1.24 1.39 5.91 -0.54
O 2.43 -0.40 5.22 -0.39
H 3.42 -2.70 5.43 0.37
H 2.87 -3.45 3.99 0.36
H 1.68 -3.12 5.33 0.40
H 3.09 -1.23 3.42 -0.15
H 0.23 -1.91 4.02 0.31
H 0.87 -1.04 2.56 0.01
C 5.51 -2.02 -0.36 -1.44
C 4.66 -0.77 -0.42 0.45
C 3.42 -0.73 0.49 -0.01
O 3.52 0.46 1.23 -0.27
C 4.71 1.07 0.97 0.59
O 5.06 2.10 1.45 -0.52
O 5.44 0.33 0.11 -0.37
H 4.88 -2.91 -0.40 0.36
H 6.08 -2.03 0.57 0.37
H 6.23 -2.00 -1.17 0.37
H 4.37 -0.48 -1.43 0.28
H 3.37 -1.62 1.13 0.23
H 2.50 -0.70 -0.10 -0.01
C 1.72 1.62 -6.51 -1.54
C 0.49 1.58 -5.64 0.53
C -0.82 1.62 -6.47 -0.48
O -1.60 0.55 -5.96 -0.34
C -0.87 -0.19 -5.12 0.70
O -1.23 -1.17 -4.57 -0.53
O 0.38 0.31 -4.97 -0.33
H 2.64 1.74 -5.94 0.35
H 1.68 2.42 -7.25 0.39
H 1.79 0.69 -7.08 0.37
H 0.53 2.37 -4.89 0.28
H -0.56 1.39 -7.50 0.31
H -1.29 2.60 -6.44 0.33
C -4.25 0.58 3.05 -1.44
C -5.30 -0.34 2.50 0.59
C -6.45 0.34 1.74 -0.50
O -6.55 -0.37 0.51 -0.35
C -5.52 -1.25 0.39 0.70
O -5.36 -1.98 -0.52 -0.53
O -4.71 -1.16 1.46 -0.36
H -3.90 1.34 2.34 0.36
H -3.38 -0.02 3.33 0.26
H -4.61 1.11 3.93 0.44
H -5.63 -1.03 3.27 0.31
H -6.21 1.38 1.54 0.29
H -7.41 0.30 2.25 0.30
C -1.54 -0.11 0.67 -1.10
C -0.79 0.59 -0.44 1.11
C -1.60 0.78 -1.74 -0.20
O -1.74 2.19 -1.89 -0.36
C -1.04 2.83 -0.93 0.60
O -0.88 4.01 -0.87 -0.56
O -0.56 1.96 -0.01 -0.36
H -2.59 0.16 0.62 0.17
H -1.16 0.09 1.67 0.08
H -1.45 -1.19 0.49 0.43
H 0.18 0.15 -0.67 -0.24
H -2.59 0.32 -1.67 0.34
H -1.07 0.34 -2.58 -0.02
```

Summary:
Kohn-Sham gap	11.092	eV
LUMO energy	0.10	eV
structure (SMILES)	C[C@H]1COC(=O)O1.C[C@H]1COC(=O)O1.C[C@H]1COC(=O)O1.C[C@H]1COC(=O)O1.C[C@H]1COC(=O)O1

---

--- three ---
# C20H30O15

A cluster of 5 separate species, C20H30O15 in total (ωB97M-V with the def2-TZVPD basis set, OMol25).

XYZ file:
```
65
Properties=species:S:1:pos:R:3:mulliken_charge:R:1
C 3.31 -1.01 -3.91 -1.39
C 4.58 -1.74 -3.64 0.42
C 4.61 -2.42 -2.26 -0.44
O 4.79 -3.74 -2.59 -0.32
C 4.92 -3.94 -3.81 0.74
O 5.51 -4.92 -4.30 -0.64
O 4.71 -2.86 -4.46 -0.36
H 3.44 -0.01 -3.49 0.39
H 2.45 -1.63 -3.64 0.36
H 3.28 -0.72 -4.96 0.36
H 5.47 -1.17 -3.90 0.28
H 3.78 -2.05 -1.66 0.33
H 5.46 -2.21 -1.62 0.27
C 0.46 -6.74 0.62 -1.21
C -0.20 -6.07 1.87 0.23
C 0.53 -4.86 2.49 -0.30
O -0.32 -3.75 2.08 -0.31
C -1.43 -4.14 1.40 0.67
O -2.40 -3.43 1.07 -0.56
O -1.44 -5.50 1.45 -0.36
H 0.41 -6.03 -0.20 0.30
H -0.02 -7.69 0.38 0.34
H 1.45 -7.13 0.85 0.37
H -0.59 -6.82 2.56 0.30
H 1.55 -4.84 2.10 0.27
H 0.61 -4.89 3.58 0.26
C -2.88 5.54 -0.44 -1.48
C -2.16 4.98 0.70 0.60
C -2.68 3.73 1.44 -0.39
O -1.48 2.87 1.56 -0.30
C -0.51 3.41 0.86 0.70
O 0.68 2.91 0.79 -0.65
O -0.82 4.54 0.34 -0.32
H -2.27 6.27 -0.96 0.34
H -3.84 6.00 -0.21 0.38
H -3.12 4.75 -1.16 0.38
H -2.05 5.79 1.42 0.19
H -3.50 3.32 0.85 0.27
H -3.06 3.80 2.45 0.27
C -8.88 5.74 -4.44 -1.30
C -9.57 4.28 -4.45 0.23
C -9.03 3.37 -5.50 -0.29
O -8.78 2.24 -4.69 -0.33
C -8.93 2.41 -3.42 0.74
O -8.57 1.68 -2.49 -0.59
O -9.39 3.63 -3.24 -0.36
H -9.17 6.27 -3.54 0.33
H -9.30 6.31 -5.27 0.35
H -7.80 5.55 -4.51 0.37
H -10.64 4.44 -4.55 0.29
H -8.14 3.84 -5.92 0.28
H -9.87 3.20 -6.18 0.28
C 7.94 0.54 5.69 -1.27
C 6.72 -0.29 6.01 0.43
C 6.47 -1.30 4.87 -0.42
O 6.75 -2.50 5.38 -0.33
C 6.72 -2.52 6.69 0.65
O 6.46 -3.45 7.44 -0.54
O 6.80 -1.19 7.10 -0.37
H 7.66 0.94 4.72 0.37
H 8.87 -0.01 5.55 0.31
H 8.01 1.27 6.50 0.35
H 5.84 0.34 6.01 0.25
H 7.17 -1.22 4.04 0.28
H 5.44 -1.18 4.53 0.29
```

Summary:
Kohn-Sham gap	10.477	eV
LUMO energy	0.18	eV
structure (SMILES)	C[C@H]1COC(=O)O1.C[C@H]1COC(=O)O1.C[C@H]1COC(=O)O1.C[C@H]1COC(=O)O1.C[C@H]1COC(=O)O1

---

Each structure's energy above the most stable one, in kJ/mol: one 1188.0; two 0.0; three 397.3.